87
Properties=species:S:1:pos:R:3 method="wB97M-V/def2-TZVPD" e_tot_ev=-76359.7454 fmax_ha_per_bohr=0.079 e_homo_ev=-8.3 gap_ev=7.195 e_lumo_ev=-1.08
H 1.11917 4.60244 1.94549
N 0.57838 4.52321 2.80461
C -0.36383 5.38300 2.81096
N -1.24054 5.38373 3.93052
N -0.53365 6.25500 1.71512
C -1.59745 7.25103 1.84760
C -2.80689 6.93771 0.94140
C -3.92891 7.97896 1.07999
C -5.31834 7.39761 0.64852
C -5.73802 6.42939 1.74515
C -6.31968 6.85424 2.93836
S -6.58996 8.60136 3.13865
C -6.65253 5.93823 3.92606
C -6.43160 4.59096 3.77374
C -5.87592 4.15580 2.60081
C -5.53962 5.07992 1.59504
C -4.97060 4.28823 0.43172
O -4.84025 4.64205 -0.70301
N -4.67255 2.96703 0.98506
S -3.05223 2.60907 1.07689
O -2.79518 1.25053 0.78910
O -2.37121 3.47767 0.18535
F -2.49986 2.91381 2.50560
C -5.49501 2.76011 2.15560
O -5.79826 1.74070 2.70024
H -0.94838 4.59226 4.49605
H -1.00436 6.20796 4.48262
H -0.60583 5.71614 0.86192
H -1.19277 8.20316 1.45975
H -1.90674 7.45942 2.87340
H -2.46376 6.95336 -0.10284
H -3.12056 5.91973 1.19491
H -4.02600 8.17998 2.15806
H -3.69628 8.91873 0.57064
H -6.06461 8.18863 0.51732
H -5.19113 6.88448 -0.30691
H -6.82006 8.72763 4.46547
H -7.10077 6.31209 4.84246
H -6.66340 3.87307 4.55490
C 1.91272 -3.97911 -1.41886
O 1.75073 -2.62513 -1.04258
C 0.65098 -1.98141 -1.68026
C -0.43901 -1.65519 -0.67766
N -1.10225 -2.86568 -0.20530
C -1.97773 -2.64920 0.94633
C -1.32416 -2.18482 2.25086
O -0.47577 -3.15464 2.84485
C 0.85438 -3.16837 2.35960
H 2.85113 -4.33548 -0.99472
H 1.10122 -4.59996 -1.02516
H 1.96165 -4.08105 -2.50748
H 0.26051 -2.57338 -2.51316
H 1.03260 -1.04220 -2.09130
H -1.17765 -1.00021 -1.14772
H 0.02837 -1.10930 0.15147
H -0.40077 -3.54617 0.05453
H -2.47563 -3.60160 1.14615
H -2.76086 -1.93796 0.66672
H -2.12935 -2.01581 2.97070
H -0.80609 -1.22509 2.14706
H 1.19504 -2.17547 2.05630
H 0.95963 -3.87117 1.52887
H 1.49886 -3.52225 3.16565
C 8.74904 -6.44366 -2.95520
O 7.83084 -5.39443 -3.20015
C 7.50762 -5.22583 -4.57644
C 6.06224 -5.60314 -4.83958
N 5.86269 -7.04302 -4.71401
C 4.45991 -7.45195 -4.70434
C 3.58717 -6.97559 -3.54359
O 3.93890 -7.53151 -2.28875
C 4.96867 -6.84865 -1.59525
H 9.03642 -6.39578 -1.90582
H 8.29528 -7.42238 -3.14375
H 9.64808 -6.33177 -3.56790
H 8.18837 -5.78401 -5.22532
H 7.63250 -4.16261 -4.80135
H 5.78627 -5.29012 -5.85068
H 5.44179 -5.04747 -4.12455
H 6.29221 -7.36034 -3.85515
H 4.45171 -8.54476 -4.69532
H 3.99655 -7.14153 -5.64638
H 2.56985 -7.32253 -3.74471
H 3.52740 -5.88269 -3.48184
H 4.96345 -5.77463 -1.79799
H 5.94762 -7.27080 -1.83613
H 4.80614 -6.99849 -0.52702